1.
20
Properties=species:S:1:pos:R:3:mulliken_charge:R:1 method="wB97M-V/def2-TZVPD" energy_ha=-307.50433 gap_ev=7.2 total_charge=+1 spin_multiplicity=1 de_lowest_ev=3.191
N -0.93463 -1.08695 3.07148 -0.4623
N 1.75490 1.48237 -2.09172 -0.3411
C -0.40544 -0.33960 2.01125 -0.2698
C -0.65436 -0.34928 0.56745 0.2469
C 1.13968 0.41840 -1.13358 -0.4771
C -0.13978 0.82808 -0.31632 -0.7334
C -1.51279 -1.42747 -0.15216 -1.0645
H -0.82060 1.12535 -1.20015 0.3652
H 0.52013 0.19146 2.29019 0.2895
H -1.10020 -1.66061 -1.17625 0.3099
H -1.39197 -2.29031 0.57314 0.2837
H 1.27325 2.36350 -2.25129 0.3435
H -2.56496 -1.07114 -0.14001 0.2925
H 2.71825 1.78731 -1.86775 0.3780
H -1.77797 -1.66710 2.79900 0.2084
H 1.97014 0.01851 -0.54133 0.3545
H 0.18229 1.66098 0.40407 0.3795
H 1.93231 1.02025 -2.98072 0.3663
H -0.97022 -0.70068 3.98555 0.2517
H 0.78196 -0.30308 -1.85082 0.2786



2.
51
Properties=species:S:1:pos:R:3:mulliken_charge:R:1 method="wB97M-V/def2-TZVPD" energy_ha=-1177.54866 gap_ev=9.6 total_charge=0 spin_multiplicity=1 de_lowest_ev=0.000
S 4.73070 -2.14168 0.66520 -0.1291
O 1.50597 -2.88740 0.39569 -0.5460
O 1.97342 -1.51925 -1.30267 -0.5470
C 1.53612 2.56878 0.62234 -0.4653
C 0.86473 2.30691 -0.72554 -0.1973
C -3.10296 -1.32267 0.70363 -0.9294
C -1.15736 -0.18577 -0.55862 0.5091
C -4.05919 -1.34440 -0.48704 -0.4235
C 2.30650 -2.39571 -0.54682 0.6923
C 3.87367 1.84177 -0.18048 -0.6861
C 3.02138 2.91386 0.49952 -1.1206
C -6.08908 -0.39210 0.72169 -1.1514
C 3.66503 -3.03469 -0.52656 -0.7579
C -1.62859 -1.36728 0.29340 -1.4436
C -1.26185 1.15514 0.16515 -0.3210
C 3.85455 0.50364 0.55513 0.0215
C 4.80616 -0.48324 -0.10119 -0.8750
C -5.51680 -1.55718 -0.07757 -0.6025
C -0.66286 2.31059 -0.63960 -1.2924
H -5.97950 0.53851 0.16861 0.2932
H 1.03463 3.41004 1.10874 0.4396
H 2.84568 0.09233 0.53427 -0.0614
H 4.57273 -0.60798 -1.15752 0.3332
H -3.30591 -2.19413 1.33237 0.4364
H -0.76729 1.08787 1.13600 0.3347
H 5.84058 -0.15540 0.00242 0.5178
H -1.74110 -0.14492 -1.47951 0.1954
H 1.16675 3.09254 -1.42303 0.4583
H -3.98310 -0.40630 -1.03938 0.2508
H -2.31422 1.38086 0.34922 0.2694
H 4.90454 2.20240 -0.23265 0.4453
H -3.28224 -0.43393 1.30832 0.2554
H -0.11949 -0.35951 -0.84858 -0.1304
H 3.52592 1.69008 -1.20342 0.3076
H -5.58191 -0.28741 1.67725 0.2989
H -1.46135 -2.29235 -0.26862 0.6584
H 3.60745 -4.05412 -0.15292 0.3850
H 4.13276 -2.99369 -1.50907 0.3312
H 4.14171 0.64476 1.59941 0.2916
H -3.76367 -2.15308 -1.16080 0.3180
H 0.64560 -2.43162 0.39745 0.2871
H 3.41981 3.09853 1.50062 0.3738
H 3.12070 3.84137 -0.07011 0.3528
H -1.03056 -1.40474 1.21110 0.5938
H 1.42008 1.70181 1.27331 0.2419
H -0.98206 3.25405 -0.18841 0.3759
H -7.14728 -0.55137 0.91651 0.3750
H -6.11560 -1.69213 -0.98168 0.3265
H 1.20638 1.35584 -1.13377 -0.0070
H -1.07219 2.27683 -1.65243 0.3847
H -5.59737 -2.47447 0.51062 0.3323



| no. | highest occupied orbital energy (eV) |
| --- | --- |
| 1 | -10.883 |
| 2 | -8.801 |